Run P
# C6H17N2O

2 unconnected molecules or ions with the total composition C6H17N2O (ωB97M-V with the def2-TZVPD basis set, OMol25).

```
26
C6H17N2O | OMol25 | ωB97M-V with the def2-TZVPD basis set
C -0.70753 0.94424 -1.94093
C -1.45536 -1.58387 0.81275
C -1.94713 0.77103 0.70616
C 2.00293 0.54095 1.69390
C -0.75775 -0.44658 -1.25688
C 1.91986 -0.78007 -0.27346
N -0.97837 -0.27715 0.29706
N 2.71134 -0.16406 0.66731
O 2.62206 -1.53548 -1.10671
H -0.17510 1.74081 -1.40604
H -1.72711 1.29786 -2.08785
H -0.32225 0.80448 -3.05225
H -2.39787 -1.66985 0.46235
H -0.86784 -2.44099 0.47368
H -1.46381 -1.51444 1.95215
H -3.02440 0.61119 0.51906
H -1.59200 1.11614 1.64640
H -1.82696 1.60912 -0.01399
H 2.63048 1.05830 2.46200
H 1.41525 1.38415 1.31927
H 1.17526 -0.07527 2.15499
H -1.41842 -1.11623 -1.58539
H 0.28102 -0.97049 -1.18790
H 0.09090 -0.20245 0.50952
H 3.77735 -0.42130 0.85303
H 2.15982 -2.02890 -1.82126
```

For the orbital gap, the calculation gives 10.4 eV. The HOMO energy is -12.938 eV. As for the total charge: +1. The spin multiplicity is 1.

***

Run Q
# C6H17N2O

2 unconnected molecules or ions with the total composition C6H17N2O (ωB97M-V with the def2-TZVPD basis set, OMol25).

```
26
C6H17N2O | OMol25 | ωB97M-V with the def2-TZVPD basis set
C 2.58461 0.78380 1.30597
C 2.44713 0.88978 -1.22199
C 0.21309 -1.61993 -0.04203
C -4.27154 -0.65099 0.06143
C 2.15207 0.03757 0.03148
C 0.67249 -0.23847 0.05820
N -0.19433 0.72179 0.12351
N -3.75176 0.67908 -0.24915
O 2.78226 -1.21503 -0.05210
H 2.37124 0.18238 2.18535
H 2.08938 1.74521 1.40239
H 3.65758 0.95783 1.26486
H 2.01061 0.43163 -2.10568
H 3.52325 0.94446 -1.36963
H 2.06590 1.89957 -1.11172
H 0.70063 -2.22152 0.72650
H 0.57800 -2.04667 -0.97896
H -0.86848 -1.70477 0.01922
H -5.36425 -0.72095 0.03609
H -3.87097 -1.36181 -0.66102
H -3.93608 -0.93090 1.06049
H 0.08524 1.69365 0.19319
H -1.19906 0.53766 0.08084
H -4.08536 0.96793 -1.16502
H -4.13160 1.34603 0.41838
H 3.73995 -1.10734 -0.01059
```

For the orbital gap, the calculation gives 9.0 eV. The HOMO energy is -12.912 eV. As for the total charge: +1. The spin multiplicity is 1.

***

What are the relative energies? In hartree: run P 0.1303; run Q 0.0000.